The following is a quantum chemistry calculation of C31H37N3O2 in the gas phase at a distorted geometry, from the OMol25 dataset.

Structure (XYZ):
```
73
Properties=species:S:1:pos:R:3:forces:R:3:mulliken_charge:R:1
O 5.286803 2.680324 -0.396929 -1.339 -0.689 0.536 -0.729
O -0.897496 -1.928607 0.090481 -0.034 -1.205 -0.808 -0.426
N 2.100963 1.197392 0.034394 0.766 0.623 0.506 0.468
N 3.122114 3.226670 0.149404 0.418 -0.183 -0.016 0.296
N -6.679032 0.655307 0.649798 -1.213 0.002 0.226 0.197
C -2.552502 -0.197051 -0.043710 -1.302 0.509 0.023 0.536
C -1.972423 -5.579064 -1.660030 -0.077 -0.316 -0.560 -0.600
C 1.169972 0.211777 -0.071763 -0.973 -0.477 -0.147 -0.331
C -1.307819 -3.091609 -0.538424 -0.188 -0.478 -0.175 0.290
C 8.343988 -0.461922 0.550081 -0.453 0.107 0.152 -0.439
C -2.317706 -4.411665 -2.335108 -0.264 0.466 0.331 0.736
C -2.991844 1.136106 0.275245 0.684 -0.180 -0.789 -0.554
C 1.790885 2.635067 0.269467 -0.029 -0.147 0.252 0.284
C -7.284448 0.858970 1.965039 0.418 -0.030 -0.436 -0.954
C 7.399174 -1.177297 -0.201988 -0.058 0.257 0.276 -0.693
C -4.856064 -0.932515 0.466391 -0.629 1.438 0.149 -0.669
C 4.127701 0.193795 1.182867 -0.023 -0.071 0.078 -0.691
C 3.354853 4.651403 0.239392 -0.118 0.339 -0.046 -1.012
C -1.320712 -5.509620 -0.451389 0.316 -0.449 0.307 -0.464
C 5.606359 -0.083804 1.007918 -0.046 -0.073 0.143 0.569
C -3.061320 -4.566040 -3.638673 -0.230 -0.211 -0.164 -1.537
C -1.141687 -0.665344 -0.539288 -0.338 0.766 0.556 1.160
C -0.992908 -4.301931 0.127793 0.457 0.960 -0.109 -0.839
C -3.529644 -1.178915 0.195500 0.536 -0.815 -0.159 -0.327
C -0.180882 0.327100 0.057404 1.033 0.547 0.291 -0.906
C -5.301728 0.406594 0.538783 1.025 -0.349 -0.085 -0.064
C 1.267942 2.896660 1.695347 -0.003 0.145 0.126 -1.547
C 6.031285 -0.988660 0.030478 0.461 0.188 0.111 -0.237
C -4.335348 1.437415 0.497461 -0.855 -0.891 0.125 -0.815
C 7.912116 0.420047 1.556107 -0.097 -0.299 -0.287 -0.598
C 3.552356 0.940450 -0.029344 -0.187 0.396 -0.358 -0.036
C 4.133322 2.349650 -0.116342 0.650 0.816 -0.554 0.099
C 6.546151 0.596578 1.788908 0.139 -0.112 -0.282 -0.295
C -7.374853 1.337904 -0.438619 0.606 -0.208 0.426 -0.986
C -2.040180 -3.142965 -1.753462 0.467 -0.661 0.150 0.078
C 0.858748 3.229692 -0.807346 0.128 0.037 -0.058 -1.517
H 3.963142 0.798910 2.091214 -0.036 -0.268 -0.288 0.275
H 2.917192 5.072155 1.151029 0.000 -0.156 -0.098 0.328
H -7.394784 1.933406 2.198136 0.072 -0.158 0.110 0.301
H 2.937724 5.191137 -0.617938 -0.004 -0.112 0.055 0.306
H -1.018614 -6.454879 0.000542 -0.073 0.350 0.202 0.347
H -5.584688 -1.742476 0.589053 0.373 0.339 -0.058 0.414
H 2.045022 2.642637 2.428512 -0.194 -0.067 -0.192 0.339
H -3.234673 -3.607828 -4.124901 0.022 -0.017 -0.084 0.358
H -6.661502 0.377406 2.730712 -0.258 0.164 -0.184 0.304
H -2.181445 -6.581382 -2.081156 0.029 0.823 0.099 0.347
H -4.720917 2.457547 0.648238 0.587 -0.406 -0.067 0.349
H -0.973990 -0.763533 -1.706365 -0.744 0.234 2.279 0.302
H -0.410646 -4.276100 1.053471 -0.306 0.151 -0.298 0.425
H 4.426613 4.852422 0.261779 -0.087 -0.294 -0.043 0.374
H 1.408836 3.300038 -1.754171 -0.156 -0.122 0.155 0.411
H -2.314713 2.002551 0.333521 -0.154 -0.609 -0.394 0.274
H -0.031537 2.611016 -0.955439 0.218 0.148 0.059 0.303
H 7.727224 -1.874488 -0.974010 -0.068 0.197 0.211 0.365
H 6.196712 1.292943 2.558693 0.178 -0.235 -0.297 0.303
H 3.826280 0.417475 -0.964334 -0.215 0.051 0.367 0.451
H 9.409873 -0.586268 0.351633 -0.322 0.012 0.080 0.360
H 1.033766 3.964594 1.824084 0.029 -0.318 -0.088 0.460
H -8.392398 0.930513 -0.513577 0.170 0.167 -0.107 0.328
H -4.037641 -5.053376 -3.481361 0.232 0.288 0.081 0.312
H 0.537756 4.247531 -0.533318 0.132 -0.376 0.014 0.397
H -8.284401 0.410250 1.970700 0.089 0.046 0.120 0.323
H -2.399828 -2.213906 -2.221844 0.244 -0.652 0.121 0.257
H -3.268405 -2.235638 0.182952 0.066 0.407 -0.204 0.280
H 5.287815 -1.527379 -0.562484 0.252 0.105 0.147 0.377
H -0.613613 1.148197 0.660117 0.452 -0.545 -0.994 -0.013
H 1.571220 -0.796679 -0.279095 -0.011 0.661 -0.479 0.513
H 8.637497 0.978515 2.150404 -0.179 -0.196 -0.194 0.352
H -7.437850 2.428961 -0.271859 -0.032 -0.145 -0.152 0.324
H -6.819382 1.137249 -1.362727 -0.320 0.141 0.110 0.296
H 0.363850 2.327777 1.930383 0.192 0.086 -0.103 0.335
H -2.530816 -5.241153 -4.331818 0.005 0.410 0.243 0.352
H 3.555221 -0.740015 1.275410 0.165 0.143 0.140 0.425
```
Forces are in eV/Å.

Output
ΔE to the lowest compared entry with this formula, charge and spin	0.00	kcal/mol
Kohn-Sham gap	8.4	eV
SMILES	Cc1cccc(O[C@H](/C=C/N2[C@H](Cc3ccccc3)C(=O)N(C)C2(C)C)c2ccc(N(C)C)cc2)c1

---

The following is a quantum chemistry calculation of a molecular structure, C11H14BN7SZr at a distorted geometry, from the OMol25 dataset.

Structure (XYZ):
```
35
Properties=species:S:1:pos:R:3:forces:R:3:mulliken_charge:R:1
Zr 0.000000 0.000000 0.000000 10.062 2.901 -12.736 2.081
S -1.572851 0.037313 1.234807 -11.449 0.800 4.729 0.063
N 1.171264 1.623443 -0.865683 0.339 0.013 -0.377 -0.027
N -0.160154 -0.719215 -2.045391 -0.042 -0.143 -0.607 -0.066
N 1.884144 -1.097924 0.035507 -0.052 -0.252 0.472 0.164
N -3.987964 0.094607 3.130852 7.145 -0.111 -5.703 -0.170
N 2.703739 -1.008311 -1.043077 0.672 -0.307 -0.196 -0.033
N 2.093991 1.319208 -1.813797 0.547 0.623 -0.515 -0.016
N 0.948932 -0.688068 -2.828619 0.122 -0.186 -0.919 -0.065
C 3.707716 -2.364522 0.416674 -0.623 0.144 0.380 -1.151
C 0.200710 0.693538 1.935857 1.157 3.084 5.622 -0.734
C 3.813001 -1.764927 -0.838239 -0.901 0.453 0.120 -0.052
C 1.198191 2.954089 -0.686627 0.597 0.792 -0.438 -0.143
C 0.650582 -1.174446 -4.061291 -0.072 0.275 0.893 -0.045
C 2.163125 3.532034 -1.535721 -0.544 -0.203 0.457 -1.124
C -2.996281 0.071081 2.352307 -4.066 -0.561 4.089 0.045
C 2.707475 2.455194 -2.235618 -0.580 -0.676 0.459 -0.034
C 2.473379 -1.913398 0.925207 1.025 -0.545 -0.091 -0.135
C -0.697510 -1.532461 -4.076184 -0.323 0.125 0.592 -1.137
C -1.162486 -1.225722 -2.781716 0.022 -0.379 -1.104 -0.110
B 2.297661 -0.150774 -2.272984 0.410 -0.082 -0.573 -0.409
H 0.536755 1.745871 1.910009 -0.426 -0.237 0.042 0.424
H 1.980230 -2.131634 1.872475 0.294 -0.034 -0.300 0.470
H 4.590651 -1.819329 -1.599526 -0.298 0.026 0.306 0.469
H 3.153677 -0.208664 -3.125146 -0.315 0.027 0.333 -0.029
H 0.969286 0.094529 2.456753 -0.657 -0.288 -0.120 0.402
H 1.418585 -1.228450 -4.832125 -0.308 -0.003 0.287 0.475
H 3.482392 2.411108 -3.000212 -0.287 0.032 0.310 0.472
H 4.421364 -3.034731 0.893890 -0.325 0.297 -0.199 0.411
H 2.425272 4.584708 -1.629144 -0.129 -0.451 0.060 0.411
H -0.742242 0.634037 2.502340 1.667 1.956 3.919 0.078
H -1.262492 -1.955108 -4.905675 0.238 0.185 0.374 0.409
H 0.526004 3.419499 0.034445 0.294 0.002 -0.293 0.451
H -2.153255 -1.339711 -2.342359 0.300 -0.031 -0.287 0.441
H -0.851679 -1.165217 0.609580 -3.492 -7.247 1.014 0.216
```
Forces are in eV/Å.

Output
total charge	+2
ΔE to the lowest compared entry with this formula, charge and spin	171.76	kcal/mol
Kohn-Sham gap (alpha / beta)	5.4 / 5.4	eV

---

The following is a quantum chemistry calculation of a molecular structure, C3HMgO3 at a distorted geometry, from the OMol25 dataset.

Structure (XYZ):
```
8
Properties=species:S:1:pos:R:3:forces:R:3:mulliken_charge:R:1
Mg 0.545750 -0.241240 1.960633 -0.359 -0.169 -0.676 0.852
O -2.484702 -0.855372 0.996928 2.707 0.312 -0.062 -0.305
O -0.943773 0.296522 -0.230333 0.288 -0.313 -0.279 -0.253
O 1.940626 -0.749286 -1.798529 -1.135 0.697 0.730 -0.159
C 0.390771 0.605246 -0.388029 -0.566 0.427 1.314 -0.946
C 1.181217 -0.149206 -1.182149 1.485 -0.945 -1.036 0.968
C -1.334291 -0.557289 0.920735 -2.318 0.276 0.211 0.412
H 0.704402 1.650626 -0.279257 -0.103 -0.285 -0.203 0.430
```
Forces are in eV/Å.

Output
total charge	+1
Kohn-Sham gap	7.3	eV

---

The following is a quantum chemistry calculation of 2 unconnected molecules or ions with the total composition C3H6O2 at a distorted geometry, from the OMol25 dataset.

Structure (XYZ):
```
11
Properties=species:S:1:pos:R:3:forces:R:3:mulliken_charge:R:1
O -2.097482 -0.396394 0.608165 -0.266 -0.584 1.628 -0.254
O 0.227835 -1.411866 -1.008684 -0.764 -0.178 0.361 -0.469
C 1.211922 -0.799427 -0.696777 1.514 -1.134 -1.631 0.205
C 1.287828 0.367480 0.149691 -2.318 3.700 2.674 -0.722
C -2.183831 0.691588 -0.044627 -0.312 2.288 0.114 -0.248
H 2.103867 1.103207 -0.000656 0.125 -1.174 0.098 0.326
H 1.170437 0.103153 1.275558 0.529 0.253 -1.838 0.236
H 2.194133 -1.149112 -1.138417 -0.467 0.225 0.357 0.297
H -2.506437 1.550875 0.764929 0.444 -1.886 -1.156 0.107
H 0.370070 1.094125 -0.001709 1.305 -1.769 0.041 0.120
H -1.778343 -1.153629 0.092528 0.209 0.259 -0.647 0.403
```
Forces are in eV/Å.

Output
ΔE to the lowest compared entry with this formula, charge and spin	103.04	kcal/mol
Kohn-Sham gap	9.0	eV

---

Number 1: DFT total energy -41311.211 eV. Number 2: DFT total energy -34831.139 eV. Number 3: DFT total energy -14704.348 eV. Number 4: DFT total energy -7299.210 eV.